{
  "formula": "C19H40ClNO5Ta",
  "method": "ωB97M-V with the def2-TZVPD basis set",
  "symbols": ["Ta", "Cl", "O", "O", "O", "O", "O", "N", "C", "C", "C", "C", "C", "C", "C", "C", "C", "C", "C", "C", "C", "C", "C", "C", "C", "C", "C", "H", "H", "H", "H", "H", "H", "H", "H", "H", "H", "H", "H", "H", "H", "H", "H", "H", "H", "H", "H", "H", "H", "H", "H", "H", "H", "H", "H", "H", "H", "H", "H", "H", "H", "H", "H", "H", "H", "H", "H"],
  "coordinates": [[-0.69015, 1.12144, 0.66829], [-4.26092, -0.88399, -1.07516], [-1.56421, 0.47931, -2.31845], [-3.76218, -1.07559, 1.45850], [1.42296, 4.79905, 0.50936], [-1.62630, -3.81126, -4.36801], [-1.42349, -1.13459, -3.92686], [-0.68030, 0.99455, 2.74826], [-0.62141, 3.39734, 0.67723], [-3.61764, -0.32868, 0.55079], [0.40691, 4.10032, -0.22624], [2.90454, -2.96985, 0.51060], [4.24465, -3.49515, -0.04472], [-3.02067, 1.00859, 0.54986], [-1.47706, 1.90584, 3.57201], [2.36696, 0.47138, -0.40127], [2.99011, -1.55684, 1.08543], [-0.78573, -3.02446, -5.18282], [-1.28126, 0.24498, -3.64756], [-0.29654, -1.78628, -4.46199], [3.46647, -0.48798, 0.08808], [-0.50772, -1.08506, 0.49262], [-0.68783, 1.38690, -1.62611], [-0.42988, -1.78661, -0.64322], [-1.86594, 1.28731, 4.91583], [-2.66641, -0.00348, 4.75419], [1.59451, 1.20687, 0.71169], [-3.10740, -0.31658, 5.70213], [5.03463, -2.74429, -0.00032], [-0.51575, 3.81932, 1.68639], [2.03049, -1.28345, 1.52526], [-2.38954, 2.02212, 5.53580], [2.59355, -3.63635, 1.31862], [-0.09334, 4.84089, -0.86282], [2.88164, 1.23465, -0.99797], [-1.06750, 2.40789, -1.81168], [-3.50601, 1.54721, 1.36993], [1.95554, 2.23707, 0.79119], [0.25190, -1.15927, -5.17476], [0.32416, 1.37174, -2.05448], [-0.65149, -1.63932, 1.42364], [4.59241, -4.35692, 0.52894], [3.69369, -1.60137, 1.92588], [-0.92601, 1.05821, 5.43201], [-2.00414, -0.79562, 4.40811], [-1.99886, 0.77881, -4.28654], [-3.28864, 1.50879, -0.38312], [0.09279, -3.63019, -5.42331], [3.87124, -0.99362, -0.79555], [-1.61972, 3.70290, 0.32801], [2.13347, -3.02612, -0.26038], [-0.26851, 0.58188, -3.90752], [0.26505, 1.02822, 3.11763], [-0.87882, 2.80184, 3.79517], [-1.06378, -2.65781, -0.82461], [1.85019, 0.73673, 1.67118], [-1.26202, -2.75564, -6.13365], [1.18101, 4.76691, 1.43845], [-3.44254, 0.11071, 3.99588], [4.15378, -3.83655, -1.07669], [-2.14147, -3.20427, -3.81854], [1.71326, -0.05532, -1.10057], [4.26573, 0.12189, 0.51697], [-2.36304, 2.26875, 3.04595], [0.25269, -1.54431, -1.45217], [0.39533, -2.09240, -3.66708], [0.92456, 3.40885, -0.89570]],
  "atomic_forces_ev_per_a": [[0.316, -1.184, 1.393], [0.020, -0.039, -0.162], [0.329, -0.248, -0.023], [-0.112, -0.304, 0.362], [0.100, -0.033, 0.019], [-0.067, -0.002, 0.048], [-0.053, 0.097, -0.293], [-0.316, 1.293, -0.918], [0.539, 0.007, -0.585], [0.191, 0.351, 0.110], [-0.242, 0.303, 0.038], [0.162, -0.064, 0.032], [-0.062, -0.195, 0.078], [-0.686, -0.047, -0.613], [0.309, 0.032, 0.588], [0.326, 0.310, 0.066], [0.395, -0.092, 0.187], [0.363, -0.077, 0.006], [-0.137, 0.181, 0.008], [0.067, -0.225, 0.014], [-0.501, 0.049, -0.171], [1.901, 0.527, -0.153], [-0.347, 0.610, 0.298], [-0.405, -0.451, 0.089], [0.152, -0.224, -0.113], [0.180, 0.148, 0.035], [-0.269, -0.151, -0.109], [-0.085, -0.016, -0.042], [-0.034, 0.033, -0.058], [-0.102, -0.127, 0.065], [-0.066, 0.010, -0.135], [-0.095, 0.013, -0.102], [-0.203, -0.004, -0.077], [0.045, -0.006, -0.039], [-0.108, -0.072, -0.186], [0.101, 0.008, -0.136], [0.316, 0.013, 0.164], [0.010, 0.006, -0.006], [-0.040, 0.088, 0.035], [-0.013, -0.179, -0.026], [-1.383, 0.096, -0.123], [0.030, 0.024, 0.025], [0.003, 0.015, 0.002], [-0.060, 0.028, 0.128], [-0.074, -0.048, -0.079], [-0.065, -0.037, -0.005], [0.118, 0.067, 0.003], [-0.049, -0.059, -0.065], [0.198, 0.078, 0.048], [-0.085, -0.088, 0.156], [-0.041, 0.095, 0.040], [0.035, -0.062, 0.078], [0.014, -0.437, 0.007], [-0.095, 0.088, -0.092], [0.607, -0.521, 0.244], [-0.035, 0.005, 0.018], [-0.211, 0.053, 0.116], [-0.029, -0.036, -0.045], [-0.096, -0.050, 0.090], [0.053, 0.100, -0.042], [0.000, 0.019, -0.082], [-0.073, -0.088, 0.138], [0.043, -0.096, 0.064], [-0.042, -0.213, -0.071], [-0.656, 0.661, -0.410], [-0.018, 0.120, 0.087], [0.032, -0.054, 0.081]],
  "charge": -1,
  "orbital_gap_ev": 7.46,
  "molar_mass_g_mol": 578.93,
  "e_tot_ha": -1695.955203,
  "homo_energy_ev": -4.71
}